1.
C4H5NOS2 | wB97M-V/def2-TZVPD

```
13
Properties=species:S:1:pos:R:3:lowdin_charge:R:1
C -0.4273 0.7761 -0.0184 -0.36
C 1.3757 -0.3269 -0.2405 -0.76
C 0.3339 -1.3132 -0.2693 -0.11
C -0.8916 -0.5953 -0.1400 -0.57
H -2.0119 2.1703 1.0035 0.24
H -0.2641 2.9746 -0.0641 0.16
H 3.8496 -0.2889 -0.9360 -0.03
H 0.3512 -2.3283 -0.6267 0.11
H -2.5169 -2.2200 1.1374 -0.04
N -1.0840 2.1177 -0.0096 -0.02
O 0.9521 0.9622 -0.0965 -0.01
S 2.9716 -0.7642 0.2457 0.74
S -2.6382 -1.1640 0.0146 0.64
```

Results
HOMO in eV: -7.796
Kohn-Sham gap in eV: 8.1
ΔE to the lowest compared entry with this formula, charge and spin in kJ/mol: 453.90


2.
C22H42LaNOP3 | wB97M-V/def2-TZVPD

```
70
Properties=species:S:1:pos:R:3:lowdin_charge:R:1
La -0.7460 0.7843 0.1800 1.64
P 1.2841 -0.8572 2.2167 0.70
P 1.7834 2.1299 0.5865 0.65
P -0.7835 -2.6062 0.3479 0.72
H -0.5598 2.7681 -6.4162 0.07
C -1.4599 2.1970 -6.1450 -0.05
C -2.3403 2.5776 -5.1911 -0.06
H -2.1081 3.3668 -4.4761 0.05
C 2.7272 -1.7396 1.4832 -0.25
C 2.2385 0.1703 3.4018 -0.27
C 0.7408 -2.1333 3.4107 -0.25
C 1.4493 3.1864 -0.8770 -0.29
C 2.3204 3.4111 1.7639 -0.24
C 3.4137 1.4496 0.0710 -0.25
C -1.8903 -2.6960 -1.0993 -0.30
C -1.5250 -3.8972 1.4484 -0.26
C 0.5642 -3.6813 -0.3168 -0.27
H -1.6303 1.3136 -6.7824 0.06
H -3.3585 2.1723 -5.1354 0.06
H 3.3501 -2.1177 2.3009 0.07
H 3.3022 -1.0507 0.8645 0.02
H 2.4074 -2.5649 0.8493 0.01
H 2.8190 -0.4977 4.0544 0.08
H 1.5341 0.7412 4.0190 0.06
H 2.9215 0.8626 2.8935 0.01
H 1.6277 -2.7029 3.7498 0.08
H 0.0081 -2.8259 2.9745 -0.01
H 0.2868 -1.6401 4.2752 0.05
H 2.3232 3.8357 -1.0572 0.08
H 0.5637 3.8169 -0.6995 0.06
H 1.2633 2.5456 -1.7548 0.02
H 3.1637 3.9589 1.3098 0.08
H 2.6336 2.9580 2.7163 0.04
H 1.4977 4.1110 1.9515 0.06
H 4.1014 2.2796 -0.1713 0.08
H 3.2894 0.8150 -0.8146 0.05
H 3.8762 0.8494 0.8659 0.03
H -1.9917 -3.7680 -1.3481 0.07
H -1.4700 -2.1655 -1.9644 0.02
H -2.8824 -2.2761 -0.8733 0.06
H -2.1535 -4.5859 0.8657 0.07
H -2.1429 -3.4135 2.2180 0.05
H -0.7358 -4.4885 1.9352 0.06
H 0.1763 -4.4334 -1.0253 0.07
H 1.0625 -4.2070 0.5110 0.06
H 1.2820 -3.0376 -0.8383 0.03
C -0.4234 0.2941 -3.2196 -0.34
C 0.7171 -0.0843 -3.9692 0.05
C 0.5944 -1.0186 -4.9922 0.00
C -0.6526 -1.5384 -5.3510 0.03
C -1.7896 -1.1642 -4.6234 -0.04
C -1.6872 -0.2339 -3.6216 -0.03
O -0.3171 0.9757 -2.0792 -0.36
H 0.7804 -0.5495 -0.4189 0.02
H 1.7011 0.2216 -3.6289 0.13
H 1.4799 -1.3541 -5.5081 0.13
H -0.7798 -2.1898 -6.2289 0.15
H -2.7518 -1.6473 -4.7875 0.14
H -2.6143 0.1073 -3.1482 0.14
C -2.9388 2.0596 5.1618 0.00
C -2.6178 3.0179 4.1906 -0.02
C -2.0651 2.6127 2.9702 -0.14
N -1.7990 1.3035 2.6717 -0.13
C -2.0179 0.4035 3.6620 -0.15
C -2.5697 0.7432 4.8989 -0.02
H -3.3886 2.3586 6.1152 0.14
H -2.8247 4.0759 4.3526 0.13
H -1.8095 3.3462 2.1964 0.11
H -1.7240 -0.6211 3.4395 0.09
H -2.7351 -0.0331 5.6390 0.13
```

Results
HOMO (spin up / spin down) in eV: -16.645 / -16.494
Kohn-Sham gap (spin up / spin down) in eV: 4.6 / 5.1
Net charge: +3


3.
C18H39AsF6N4O6PPmS6 | wB97M-V/def2-TZVPD

```
82
Properties=species:S:1:pos:R:3:lowdin_charge:R:1
Pm -0.2385 0.3945 -1.2898 1.00
C -2.3560 -2.1596 -2.3542 -0.43
C -1.6535 -2.6578 -1.0882 -0.46
S -1.2330 -1.4859 0.2520 0.73
C -2.8551 -0.7321 0.6688 -0.49
C -3.5175 0.2884 -0.2764 -0.44
S -2.4561 1.6600 -0.8504 0.89
C -2.7749 1.6730 -2.6554 -0.57
C -2.8893 0.3674 -3.4534 -0.40
S -1.5101 -0.8156 -3.2684 1.00
H -2.4170 -3.0014 -3.0543 0.09
H -3.3924 -1.9055 -2.1282 0.06
H -2.2628 -3.4506 -0.6391 0.08
H -0.7099 -3.1350 -1.3782 0.06
H -3.5603 -1.5478 0.8647 0.10
H -2.6991 -0.2371 1.6350 -0.04
H -3.9981 -0.2186 -1.1092 0.06
H -4.3426 0.7573 0.2733 0.08
H -3.6968 2.2467 -2.8051 0.11
H -1.9734 2.2795 -3.0939 -0.08
H -3.8505 -0.1198 -3.2663 0.08
H -2.9131 0.6351 -4.5167 0.09
O 0.5026 -2.6762 -3.1337 -0.34
S 1.0947 -1.4852 -2.4858 0.37
O 2.5667 -1.5344 -2.6271 -0.34
O 0.6194 -0.2557 -3.3197 -0.62
O 0.7999 -1.6286 -0.9609 -0.59
C 2.2087 2.2080 -0.3319 -0.23
N 2.0722 0.9716 -1.0893 -0.23
C 2.6529 1.1567 -2.4119 -0.19
N 4.0614 1.5089 -2.2987 -0.07
C 4.1841 2.7415 -1.5328 -0.18
N 3.6142 2.5675 -0.2041 -0.08
C 4.3202 1.4932 0.4801 -0.17
N 4.1985 0.2518 -0.2716 -0.06
C 2.7890 -0.0914 -0.3990 -0.24
C 4.7643 0.4420 -1.5998 -0.16
H 1.7462 2.1050 0.6592 0.08
H 1.6466 3.0190 -0.8148 0.11
H 2.1062 1.9312 -2.9672 0.13
H 2.5311 0.2474 -3.0163 0.09
H 3.6907 3.5711 -2.0575 0.13
H 5.2368 3.0477 -1.4628 0.12
H 3.9313 1.3653 1.4997 0.09
H 5.3777 1.7560 0.6203 0.12
H 2.3468 -0.2746 0.5899 0.06
H 2.6719 -1.0443 -0.9332 0.08
H 4.7161 -0.4923 -2.1759 0.13
H 5.8374 0.6682 -1.5321 0.12
C 0.0142 -3.7765 4.5981 -0.05
C 0.6497 -2.7405 3.6747 -0.49
C 0.6702 -3.2637 2.2457 -0.06
O -0.1302 -1.5615 3.7992 -0.31
P 0.3855 -0.1049 3.3062 -0.10
S 2.2621 0.2491 3.6992 0.26
S 0.1392 0.2198 1.4014 0.38
O -0.5408 0.8642 4.2178 -0.28
C -1.9018 0.6559 4.5488 -0.45
C -2.7819 0.1209 3.4282 -0.08
C -2.0134 -0.1807 5.8185 -0.05
H 0.5702 -4.7189 4.5852 0.08
H -1.0234 -3.9767 4.3072 0.08
H -0.0146 -3.4038 5.6278 0.08
H 1.6706 -2.5649 4.0247 0.11
H -0.3398 -3.3069 1.8248 0.05
H 1.1170 -4.2620 2.1947 0.09
H 1.2643 -2.6104 1.6011 0.07
H -2.2855 1.6528 4.7973 0.14
H -2.4855 -0.8834 3.1137 0.08
H -2.7294 0.7733 2.5516 0.07
H -3.8284 0.0733 3.7478 0.11
H -1.7236 -1.2210 5.6499 0.07
H -3.0396 -0.1774 6.1997 0.08
H -1.3511 0.2126 6.5973 0.09
F -0.6748 1.8403 -2.9196 -0.45
As -1.0351 3.0219 -4.2523 1.06
F -1.6927 4.1970 -3.0326 -0.23
F 0.6197 3.7467 -4.0586 -0.26
F -1.3963 4.2031 -5.5849 -0.27
F -0.3776 1.8470 -5.4723 -0.23
F -2.6898 2.2974 -4.4463 -0.33
H -0.2947 2.3734 -0.4835 0.10
```

Results
HOMO (spin up / spin down) in eV: -5.116 / -5.097
2S+1: 6
<S²>: 8.76
Kohn-Sham gap (spin up / spin down) in eV: 6.6 / 4.9
ΔE to the lowest compared entry with this formula, charge and spin in kJ/mol: 243.11
Net charge: -1


4.
C33H36BrF4I2NO2P | wB97M-V/def2-TZVPD

```
80
Properties=species:S:1:pos:R:3:lowdin_charge:R:1
C 2.9326 0.9887 6.0124 -0.13
C 2.5694 -0.4496 5.3241 -0.36
N 1.6077 -0.2979 4.1926 -0.51
Br -0.0800 -0.1271 5.0338 0.78
C 1.6393 -1.4166 3.2094 -0.59
C 1.3225 -2.8746 3.7769 -0.68
O 1.1165 -3.1998 4.9876 -0.09
O 1.2091 -3.8870 2.8151 -0.24
C 2.9996 -1.4509 2.2923 -0.74
I 4.4808 -2.9031 2.9920 0.85
C 3.5857 -0.0040 1.9379 -0.73
C 4.6382 0.6231 2.9573 -0.22
I 4.6693 -0.2496 0.0101 0.69
P 0.2364 -1.0691 1.9175 0.92
C -1.3476 -1.9912 2.3365 -0.33
C -0.0161 0.7782 1.6422 -0.34
H 4.0837 1.1079 5.9777 0.06
H 2.6715 1.0043 7.1351 0.07
H 2.5022 1.8755 5.4405 0.06
H 3.5663 -0.9283 5.0650 0.06
H 2.0394 -1.0437 6.1590 0.08
H 2.6314 -1.8900 1.2890 0.03
H 2.7813 0.7823 1.7178 0.07
H 5.0209 -0.0610 3.7787 0.03
H 4.1092 1.5034 3.4934 0.08
H 5.5090 1.1199 2.3839 0.05
H -1.9308 -1.5405 3.2308 0.00
H -1.2266 -3.1041 2.5449 0.05
H -2.0717 -1.9040 1.4375 0.04
H -1.0852 1.1401 1.9038 0.05
H 0.7410 1.4505 2.1881 0.04
H 0.1089 0.9927 0.5224 0.01
F 0.9754 2.7538 -0.6766 0.05
C 0.1151 2.9893 -1.6764 -0.29
C -0.6344 4.1555 -1.6696 -0.01
C -1.5235 4.4020 -2.7109 -0.08
C -1.6607 3.4741 -3.7413 -0.10
C -0.9063 2.3038 -3.7347 -0.10
C -0.0092 2.0623 -2.6996 -0.01
H -0.5200 4.8615 -0.8553 0.12
H -2.1093 5.3150 -2.7196 0.10
H -2.3581 3.6652 -4.5512 0.10
H -1.0167 1.5812 -4.5343 0.08
H 0.5922 1.1608 -2.6829 0.12
F -1.5314 -0.3782 -5.5721 0.06
C -2.8028 -0.1195 -5.9151 -0.28
C -3.5726 0.7046 -5.1081 -0.02
C -4.8889 0.9756 -5.4675 -0.08
C -5.4235 0.4114 -6.6233 -0.10
C -4.6426 -0.4183 -7.4229 -0.09
C -3.3230 -0.6812 -7.0704 -0.02
H -3.1434 1.1279 -4.2087 0.10
H -5.4977 1.6249 -4.8475 0.11
H -6.4520 0.6200 -6.9004 0.10
H -5.0618 -0.8602 -8.3206 0.10
H -2.6980 -1.3178 -7.6857 0.12
F -4.7870 -1.4905 4.7851 0.05
C -4.4431 -2.7214 5.2001 -0.29
C -3.1946 -2.9250 5.7663 -0.01
C -2.8403 -4.1977 6.2002 -0.06
C -3.7352 -5.2552 6.0533 -0.10
C -4.9848 -5.0401 5.4788 -0.10
C -5.3437 -3.7648 5.0545 -0.03
H -2.5079 -2.0922 5.8650 0.09
H -1.8683 -4.3658 6.6511 0.11
H -3.4562 -6.2492 6.3881 0.10
H -5.6790 -5.8656 5.3613 0.10
H -6.3156 -3.5771 4.6130 0.11
F 4.9134 2.3850 -7.9306 0.05
C 4.3851 2.1999 -6.7087 -0.29
C 5.0048 1.3316 -5.8238 -0.02
C 4.4611 1.1433 -4.5570 -0.07
C 3.2977 1.8181 -4.1940 -0.09
C 2.6809 2.6846 -5.0933 -0.08
C 3.2309 2.8808 -6.3561 -0.02
H 5.9047 0.8093 -6.1271 0.11
H 4.9423 0.4720 -3.8539 0.10
H 2.8720 1.6675 -3.2071 0.09
H 1.7725 3.2063 -4.8104 0.10
H 2.7696 3.5577 -7.0658 0.11
```

Results
HOMO in eV: -4.368
Kohn-Sham gap in eV: 6.4
ΔE to the lowest compared entry with this formula, charge and spin in kJ/mol: 307.53
Net charge: -1